Here is 6 unconnected molecules or ions with the total composition C22H49IO10PS5 from OMol25. Energies are from the ωB97M-V functional and the def2-TZVPD basis.

XYZ file:
```
88
Properties=species:S:1:pos:R:3:forces:R:3:lowdin_charge:R:1
C 4.421192 0.786563 -2.987784 -0.1 0.3 0.0 -0.20
C 3.272279 1.420344 -3.754719 0.1 -0.3 0.3 -0.51
P 1.734831 0.271925 -3.734109 1.5 -1.3 -1.3 0.16
I 0.237314 2.108448 -2.341499 -0.7 0.9 0.6 0.00
H 5.277044 1.459198 -2.928258 0.2 0.0 0.0 0.05
H 4.735015 -0.132368 -3.474482 0.1 -0.2 0.1 0.06
H 4.128244 0.551484 -1.966129 -0.1 -0.1 0.2 0.03
H 3.062612 2.413544 -3.371792 -0.2 0.2 -0.1 0.01
H 3.548530 1.469997 -4.808226 -0.2 0.2 -0.2 0.05
H 2.084194 -0.214260 -2.420517 -0.1 0.2 0.2 -0.10
H 0.570665 -0.579705 -3.717480 -0.2 0.3 0.1 -0.10
H 1.313048 0.866294 -5.001023 -0.3 0.2 0.2 -0.07
H 2.511668 -0.755588 -4.365269 0.0 0.1 -0.1 -0.04
C 0.504292 -4.702771 -0.959767 0.3 0.1 0.1 -0.22
C 1.834590 -5.465770 -0.842277 0.0 0.1 0.0 -0.21
C 2.826874 -4.802078 -1.810789 -0.2 -0.2 0.2 -0.22
S 2.293969 -3.082245 -1.955642 -0.2 -0.3 0.6 0.64
O 1.838912 -2.866655 -3.298700 0.2 -0.1 -0.2 -0.35
O 3.284869 -2.250627 -1.314939 0.2 0.1 -0.2 -0.35
C 0.863259 -3.220473 -0.899156 -0.1 -0.2 0.2 -0.21
H -0.190149 -4.973710 -0.166090 0.0 0.0 0.0 0.12
H 0.031207 -4.928488 -1.909370 0.0 0.0 -0.1 0.08
H 2.208729 -5.392941 0.181110 0.0 0.0 0.0 0.11
H 1.714108 -6.523610 -1.073134 0.0 0.0 0.0 0.11
H 3.852779 -4.818718 -1.453773 0.0 0.1 0.0 0.09
H 2.772183 -5.237309 -2.806237 0.0 0.1 -0.1 0.10
H 0.090469 -2.554214 -1.276742 0.1 0.1 0.0 0.12
H 1.156003 -2.910536 0.103863 0.0 0.1 0.0 0.08
C 0.761164 6.706962 -0.425390 0.0 0.0 0.2 -0.22
C 0.796388 5.241143 0.024235 0.0 0.0 0.0 -0.24
C 0.565737 5.215844 1.538892 0.1 -0.2 -0.1 -0.21
S -0.429918 6.658873 1.912825 0.1 -0.2 -0.2 0.66
O 0.326232 7.565838 2.744043 0.0 0.1 0.1 -0.33
O -1.748915 6.239065 2.321152 -0.1 0.1 0.1 -0.34
C -0.474194 7.309318 0.242929 0.1 0.0 -0.2 -0.23
H 0.708258 6.793302 -1.508833 0.0 0.0 0.0 0.12
H 1.659013 7.230012 -0.087745 0.0 0.0 0.0 0.11
H 0.011236 4.679649 -0.481190 0.0 0.0 0.0 0.05
H 1.736954 4.757067 -0.226691 0.0 0.0 -0.1 0.10
H 0.028395 4.327729 1.862827 0.0 0.0 0.0 0.09
H 1.493543 5.308705 2.100299 0.0 0.1 0.0 0.10
H -0.479172 8.395660 0.288892 0.0 0.0 0.1 0.10
H -1.390939 6.946821 -0.220179 0.0 0.0 0.0 0.11
C -5.491063 -5.569236 -3.067864 0.1 0.1 0.0 -0.22
C -4.795335 -4.317800 -3.626083 0.0 -0.1 0.1 -0.21
C -3.590900 -4.020874 -2.723795 -0.1 0.1 -0.1 -0.21
S -3.077467 -5.605376 -2.040805 -0.2 0.2 -0.3 0.66
O -3.278036 -5.589010 -0.615863 0.1 -0.1 0.1 -0.32
O -1.809582 -5.981704 -2.608104 0.0 -0.3 0.0 -0.33
C -4.379925 -6.579541 -2.797250 -0.2 0.0 0.0 -0.23
H -6.228334 -5.967738 -3.762956 0.0 0.0 0.0 0.11
H -6.004321 -5.325118 -2.135975 0.0 0.0 0.0 0.12
H -4.454689 -4.513248 -4.643957 0.0 0.0 0.0 0.12
H -5.468757 -3.464124 -3.664743 0.0 0.0 0.0 0.11
H -2.750278 -3.593029 -3.263539 0.1 0.0 0.1 0.11
H -3.854854 -3.380382 -1.885299 0.0 0.0 0.1 0.11
H -4.659546 -7.380144 -2.117204 0.1 0.0 0.1 0.10
H -3.980188 -6.992515 -3.722306 0.0 0.0 0.0 0.10
C 4.002183 -0.426173 2.506944 0.0 0.0 -0.1 -0.22
C 4.046506 0.563966 1.334858 0.0 0.0 0.0 -0.21
C 2.658570 0.573745 0.684737 0.1 0.1 -0.1 -0.22
S 1.495805 0.156525 1.990261 0.3 0.2 0.0 0.66
O 0.876543 -1.113138 1.703588 -0.1 -0.1 0.0 -0.32
O 0.680723 1.295502 2.344938 -0.1 0.0 0.0 -0.34
C 2.725050 -0.103688 3.274489 0.2 -0.1 0.0 -0.23
H 4.881049 -0.343697 3.145577 0.0 0.0 0.0 0.11
H 3.957271 -1.447965 2.124986 0.0 0.0 0.0 0.12
H 4.290109 1.560759 1.709695 0.0 0.0 0.0 0.11
H 4.806040 0.292018 0.604354 0.0 0.0 0.0 0.11
H 2.384435 1.542555 0.274067 -0.2 0.0 -0.1 0.07
H 2.566162 -0.182853 -0.095492 -0.1 0.0 0.0 0.07
H 2.382899 -0.900645 3.930213 -0.1 0.0 0.0 0.10
H 2.816173 0.828100 3.831898 0.0 0.0 0.0 0.10
C -3.627630 3.625098 4.393881 0.1 -0.1 0.0 -0.22
C -2.368667 3.144694 3.663055 0.0 -0.1 0.0 -0.21
C -1.800971 1.954984 4.449296 0.0 0.1 -0.1 -0.21
S -3.205423 1.188026 5.272249 0.0 0.2 -0.2 0.66
O -3.054643 1.332617 6.701739 0.0 0.0 0.1 -0.34
O -3.480450 -0.107646 4.707625 0.0 -0.1 0.1 -0.33
C -4.432923 2.368484 4.709289 0.0 0.2 0.0 -0.24
H -4.199567 4.327283 3.790490 0.0 0.0 0.0 0.11
H -3.349598 4.128871 5.321869 0.0 0.0 0.0 0.12
H -2.628449 2.825703 2.652686 0.0 0.0 0.0 0.13
H -1.637016 3.942341 3.572715 0.0 0.0 0.0 0.09
H -1.321314 1.219094 3.810166 0.0 0.0 0.0 0.08
H -1.110072 2.272852 5.227188 0.0 0.0 0.1 0.11
H -5.177989 2.499362 5.490300 0.0 -0.1 0.1 0.10
H -4.894039 1.951347 3.814944 0.0 0.0 0.0 0.10
```
Positions in Å, forces in eV/Å.

## Properties
LUMO level (eV): 1.96
Kohn-Sham gap (Ha): 0.22910
E_HOMO (eV): -4.275
Charge: -1
DFT total energy (eV): -115648.167
Max |F| (eV/Å): 2.3

=====

Here is a molecular structure, C22H49IrN2OP3Se from OMol25. Energies are from the ωB97M-V functional and the def2-TZVPD basis.

XYZ file:
```
79
Properties=species:S:1:pos:R:3:forces:R:3:lowdin_spin:R:1
Ir -0.640160 -1.704066 -0.343978 0.3 2.7 0.5 0.96
P -1.914820 -1.468292 1.510000 -2.3 -0.5 2.2 0.19
P 0.912925 -3.144148 -0.878612 1.3 -2.6 0.4 0.19
P -2.251824 -1.682375 -1.882390 -2.0 0.1 -0.7 0.17
H -0.090739 2.903188 -0.872783 -0.3 0.3 0.3 0.00
C -1.134572 3.241227 -0.841530 -0.7 -1.0 1.1 0.01
C -1.878229 3.132088 0.289105 0.4 0.8 -1.4 0.01
H -1.471285 2.841371 1.262326 -0.1 0.0 -0.5 0.00
C -1.258708 -0.779580 3.071538 0.6 0.0 -0.2 0.03
C -2.523470 -3.128354 2.042676 0.1 0.4 0.1 0.01
C -3.475395 -0.477706 1.359198 0.0 0.1 0.0 0.07
C 2.188979 -2.978242 -2.130872 0.2 0.6 -0.8 0.07
C 1.915264 -3.453740 0.595402 0.1 0.1 0.2 0.04
C 0.191545 -4.757237 -1.268175 -0.1 0.0 -0.1 0.01
C -3.065805 -0.056105 -2.045031 0.0 0.0 0.2 0.07
C -3.555411 -2.864319 -1.359478 0.1 -0.1 -0.2 0.00
C -1.987424 -2.085773 -3.632263 0.5 -0.3 -0.1 0.05
H -1.579985 3.566237 -1.787439 0.1 0.1 0.4 0.00
H -2.906473 3.520338 0.242108 0.4 -0.4 0.2 0.00
H -0.745484 0.166780 2.874828 0.0 0.0 0.0 0.00
H -0.542239 -1.475499 3.518711 0.0 0.1 -0.1 0.00
H -2.068309 -0.630699 3.805676 0.1 -0.1 -0.5 0.01
H -1.679871 -3.798952 2.251777 -0.2 0.2 0.0 0.00
H -3.177408 -3.600924 1.303120 0.1 0.2 0.2 0.00
H -3.057448 -2.958703 2.979807 -0.2 -0.2 -0.1 0.00
H -3.257157 0.587383 1.181951 0.0 -0.4 0.0 0.00
H -3.932347 -0.562695 2.359534 0.1 0.0 -0.3 0.01
H -4.208033 -0.833289 0.618486 0.4 0.1 0.3 0.00
H 2.896751 -3.806475 -1.930113 -0.3 0.4 -0.2 0.01
H 2.725655 -2.014761 -2.070450 -0.2 -0.5 0.0 0.00
H 1.752178 -3.096506 -3.138820 0.3 0.0 0.4 0.00
H 2.396106 -4.409849 0.378100 0.3 0.1 0.3 0.01
H 1.308473 -3.536345 1.507944 0.3 0.0 -0.3 0.01
H 2.662473 -2.656838 0.726643 -0.2 -0.3 0.0 0.00
H 1.054136 -5.427383 -1.321834 -0.3 -0.3 -0.1 0.00
H -0.343478 -4.741497 -2.233929 0.3 -0.1 0.4 0.00
H -0.496552 -5.085350 -0.473498 0.3 0.1 -0.3 0.00
H -3.918984 -0.211516 -2.718402 0.1 0.3 0.1 0.01
H -2.351037 0.663166 -2.473318 -0.4 -0.2 0.1 0.01
H -3.410598 0.341274 -1.083687 0.1 -0.1 -0.4 0.00
H -4.281344 -2.951992 -2.177838 0.0 0.0 0.3 0.00
H -4.071592 -2.578014 -0.436143 0.2 0.1 -0.4 0.00
H -3.108847 -3.847837 -1.175914 0.0 0.1 -0.2 0.00
H -2.950513 -2.406768 -4.052311 0.3 0.2 0.0 0.01
H -1.272764 -2.908917 -3.703657 -0.1 -0.1 -0.2 0.00
H -1.581197 -1.235943 -4.201875 -0.3 -0.3 0.2 0.01
C 0.919449 1.673946 -4.177850 0.4 0.4 -0.4 0.28
C 0.764548 2.995371 -3.713826 -0.2 1.4 0.4 0.11
C 1.107763 4.109207 -4.469565 -0.1 -0.3 0.3 0.03
C 1.689786 3.940910 -5.742445 -0.1 -0.2 0.1 0.21
C 1.852684 2.633208 -6.256366 -0.1 -0.8 0.3 0.03
C 1.476739 1.530171 -5.481853 0.4 -0.2 -0.9 0.09
Se 0.429875 0.318146 -2.994943 0.6 0.9 -0.8 1.22
H -0.636962 -2.941354 0.668697 0.2 0.2 -0.4 0.05
H 0.373469 3.140891 -2.719190 0.0 0.2 -0.1 0.01
H 0.942472 5.120816 -4.076644 0.1 -0.6 -0.1 0.00
H 2.025768 4.815284 -6.310337 -0.2 -0.4 0.2 0.01
H 2.286754 2.500402 -7.265856 -0.3 -0.1 0.8 0.00
H 1.631758 0.527906 -5.867270 0.0 0.1 -0.1 0.00
C 3.596291 0.235793 2.585508 0.1 -0.3 -0.2 0.00
N 3.082301 1.269285 3.451652 -1.0 0.4 -0.5 0.00
C 4.051223 2.026788 4.225794 0.3 0.2 0.5 0.00
C 1.872227 1.810550 3.064459 0.6 0.2 1.0 0.00
O 1.267103 1.392085 2.067875 -0.2 0.0 -0.1 0.00
N 1.385038 2.848108 3.854977 0.1 -0.9 -1.1 0.00
C 1.469790 2.812345 5.302501 0.3 0.1 0.5 0.00
C 0.231991 3.522876 3.305244 -0.2 0.2 -0.2 0.00
H 4.566971 -0.079362 2.975103 -0.2 -0.1 -0.1 0.00
H 3.706644 0.592288 1.551069 0.1 0.0 0.2 0.00
H 2.911897 -0.619955 2.565242 0.1 0.1 0.0 0.00
H 3.864806 3.103577 4.133086 0.1 -0.3 0.0 0.00
H 4.014101 1.758124 5.292047 0.1 0.1 -0.3 0.00
H 5.056022 1.795240 3.851745 -0.3 0.2 0.1 0.00
H 2.271949 3.464855 5.661294 -0.2 -0.1 0.1 0.00
H 0.527410 3.182492 5.708094 0.1 -0.1 0.1 0.00
H 1.645847 1.799998 5.683363 -0.1 0.2 -0.1 0.00
H 0.430636 3.821921 2.267269 -0.1 0.0 0.4 0.00
H -0.664669 2.880281 3.305585 0.1 0.1 0.1 0.00
H 0.033366 4.411413 3.910980 0.0 -0.1 -0.2 0.00
```
Positions in Å, forces in eV/Å.

## Properties
LUMO level (spin up / spin down) (eV): -9.26 / -12.00
Kohn-Sham gap (spin up / spin down) (Ha): 0.20663 / 0.10588
Multiplicity: 5
ΔE to the lowest compared entry with this formula, charge and spin (eV): 1.527
E_HOMO (spin up / spin down) (eV): -14.880 / -14.879
Charge: +3
DFT total energy (eV): -124659.585
Max |F| (eV/Å): 3.2

=====

Here is a molecular structure, C22H49N2OP3STi from OMol25. Energies are from the ωB97M-V functional and the def2-TZVPD basis.

XYZ file:
```
79
Properties=species:S:1:pos:R:3:forces:R:3:lowdin_spin:R:1
Ti -0.134476 -0.715718 -1.362833 -0.2 2.6 2.3 0.96
P 0.565220 -2.811022 -2.311492 0.0 -1.1 0.2 0.02
P 2.220235 -0.182193 -0.367294 1.4 0.1 0.9 0.00
P -2.632308 0.082339 -1.533170 -1.7 0.0 0.8 0.00
H 1.930942 3.621529 -1.264489 -0.6 0.8 0.2 0.00
C 0.900690 3.994175 -1.089663 0.6 -0.9 0.9 0.00
C 0.341467 4.035852 0.121978 0.1 -0.1 0.7 0.00
H 0.931560 3.932350 1.074746 -0.6 -0.2 -1.1 0.00
C 1.885647 -2.597935 -3.604031 -0.3 -0.6 1.3 0.01
C 0.926574 -4.095097 -1.031301 0.3 -0.2 -0.5 0.00
C -1.055023 -3.151357 -3.127628 0.3 -0.8 -0.2 0.01
C 2.731430 1.273980 0.630670 -0.5 0.5 0.1 0.00
C 2.628221 -1.456384 0.890456 0.0 -0.3 -0.2 0.00
C 3.670915 -0.251863 -1.491786 -0.1 0.0 -0.4 0.00
C -3.299934 1.422873 -0.451270 0.5 0.8 -0.3 0.00
C -3.645157 -1.091085 -0.569808 -0.1 -0.8 0.0 0.00
C -3.473348 0.182612 -3.151329 0.1 0.3 -0.5 0.00
H 0.345627 4.258247 -1.957107 -0.4 0.0 -0.6 0.00
H -0.738594 4.236641 0.257232 0.8 0.3 -0.1 0.00
H 1.432258 -2.454149 -4.567084 -0.1 -0.1 -0.5 0.00
H 2.494109 -3.499373 -3.571600 0.1 0.0 -0.4 0.00
H 2.486427 -1.731564 -3.316629 -0.1 -0.2 -0.2 0.00
H 0.718769 -5.116864 -1.375352 0.0 0.3 -0.2 0.00
H 0.325463 -3.898616 -0.147225 -0.2 0.1 0.0 0.00
H 1.979826 -4.068284 -0.728615 -0.1 0.2 -0.2 0.00
H -0.895566 -4.024403 -3.786513 -0.4 0.3 0.2 0.00
H -1.366626 -2.296085 -3.747577 0.1 -0.2 0.0 0.00
H -1.862789 -3.373571 -2.398075 0.6 0.1 -0.3 0.00
H 3.819488 1.246714 0.797422 -0.4 -0.2 -0.2 0.00
H 2.242160 1.230763 1.612488 0.0 0.1 -0.3 0.00
H 2.472784 2.220375 0.147476 0.1 -0.2 0.1 0.00
H 3.687700 -1.714685 0.785708 -0.2 0.0 0.1 0.00
H 2.010865 -2.345566 0.754841 0.2 0.0 0.2 0.00
H 2.464400 -1.059643 1.898914 0.0 -0.1 -0.3 0.00
H 4.589121 -0.020656 -0.929039 -0.4 -0.1 -0.1 0.00
H 3.552699 0.500024 -2.284478 0.1 -0.2 0.1 0.00
H 3.780662 -1.244673 -1.944210 0.1 0.3 0.1 0.00
H -4.402684 1.413079 -0.494868 0.5 -0.1 -0.1 0.00
H -2.931494 2.424375 -0.668154 -0.1 0.0 -0.1 0.00
H -2.993496 1.162611 0.565590 0.0 0.1 -0.1 0.00
H -4.703977 -0.842225 -0.721058 0.3 -0.2 0.0 0.00
H -3.387456 -0.955155 0.487904 -0.3 -0.1 -0.4 0.00
H -3.467610 -2.136577 -0.820150 -0.2 -0.1 0.0 0.00
H -4.522564 0.531450 -3.065581 0.6 -0.4 0.1 0.00
H -3.439668 -0.801113 -3.653743 -0.2 0.3 0.3 0.00
H -2.940049 0.886682 -3.811445 -0.3 -0.3 0.3 0.00
C 0.040128 0.764572 -4.341738 -0.4 1.2 -1.5 0.00
C 0.653207 0.286332 -5.476877 0.1 -1.2 -0.9 0.00
C 0.182327 0.668405 -6.739017 0.3 0.7 0.4 0.00
C -0.752651 1.704963 -6.766822 -0.7 0.4 -1.4 0.00
C -1.377508 2.232140 -5.635755 1.7 -0.4 0.7 0.00
C -0.858573 1.843923 -4.393266 -0.5 -1.0 0.5 0.00
O 0.284193 0.062341 -3.150912 0.2 -3.2 0.7 0.01
H 0.302198 -1.014620 -3.334856 0.3 3.6 -0.7 0.00
H 1.473198 -0.443524 -5.430344 -0.5 0.2 0.2 0.00
H 0.560677 0.189655 -7.663777 -0.1 0.6 0.7 0.00
H -1.011033 2.186769 -7.722399 -0.1 -0.7 0.3 0.00
H -2.206145 2.923589 -5.699816 0.3 0.3 -0.1 0.00
H -1.229074 2.267350 -3.459870 -0.1 -0.1 -0.2 0.00
C 0.329081 -2.312165 5.715691 0.0 -0.2 0.0 0.00
C 0.715428 -1.402700 4.556465 0.7 0.5 0.7 0.00
N -0.414993 -1.332248 3.623483 -0.2 -0.6 -2.3 0.00
C -0.436199 -0.524925 2.529334 0.5 0.9 1.5 0.00
S -0.856187 -1.233174 0.966654 0.3 0.3 0.4 0.00
N -0.214589 0.783658 2.768976 -0.5 -1.0 -2.0 0.00
C -0.583257 1.418273 4.028550 -0.1 0.1 1.0 0.00
C 0.445936 2.367611 4.614087 -0.1 0.0 -0.2 0.00
H -0.657302 -2.009364 6.105720 0.4 -0.2 0.0 0.00
H 1.071223 -2.265555 6.530998 -0.3 0.0 -0.4 0.00
H 0.274802 -3.355185 5.358038 -0.1 0.4 0.3 0.00
H 0.949236 -0.392706 4.895515 0.0 -0.2 0.1 0.00
H 1.612788 -1.759006 4.020527 -0.3 -0.1 0.2 0.00
H -0.706914 -2.267412 3.367943 -0.2 -0.1 0.1 0.00
H -0.292354 1.367809 1.940840 0.2 0.0 0.2 0.00
H -1.552628 1.907312 3.915719 0.1 0.1 -0.3 0.00
H -0.757054 0.600418 4.707075 -0.2 0.0 0.3 0.00
H 0.506591 3.294509 4.033163 0.1 -0.1 0.2 0.00
H 0.106393 2.612042 5.626975 0.2 0.1 -0.2 0.00
H 1.437212 1.901097 4.668367 -0.2 0.2 0.0 0.00
```
Positions in Å, forces in eV/Å.

## Properties
LUMO level (spin up / spin down) (eV): -10.04 / -9.72
Kohn-Sham gap (spin up / spin down) (Ha): 0.25321 / 0.26564
Multiplicity: 2
ΔE to the lowest compared entry with this formula, charge and spin (eV): 1.570
E_HOMO (spin up / spin down) (eV): -16.932 / -16.952
Charge: +3
DFT total energy (eV): -90427.475
Max |F| (eV/Å): 3.7

=====

What is the DFT total energy in the second record?
-124659.585 eV